15
Properties=species:S:1:pos:R:3:forces:R:3 method="wB97M-V/def2-TZVPD" homo_energy_ha=-0.379 smiles=N#C[C@H](N)C1CC1 relative_energy_kcal_mol=28.5 total_charge=0 multiplicity=1
N 1.223645 -1.930776 1.474097 -0.657 0.789 -0.161
C 0.473079 -1.081303 1.243085 0.511 -0.631 0.177
C -0.539274 -0.042337 0.903079 0.101 0.139 0.035
N -1.896556 -0.562406 0.842944 -0.019 -0.211 0.055
C -0.193746 0.636262 -0.411854 -0.091 0.055 0.021
C 0.681717 -0.035673 -1.431180 -0.015 -0.142 -0.132
C 1.188294 1.154935 -0.664850 0.087 0.133 0.042
H -0.508357 0.709366 1.700786 0.012 -0.113 -0.064
H -2.163257 -0.980162 1.728784 0.009 0.015 -0.118
H -1.966184 -1.280050 0.126969 -0.004 0.066 0.081
H -1.029249 1.229427 -0.773957 0.145 -0.073 0.051
H 1.084548 -1.012565 -1.174650 -0.014 0.204 -0.064
H 0.435239 0.093227 -2.480336 0.029 0.002 0.168
H 1.268384 2.103418 -1.187188 0.022 -0.165 0.079
H 1.941717 0.998637 0.104269 -0.116 -0.068 -0.170

---

15
Properties=species:S:1:pos:R:3:forces:R:3 method="wB97M-V/def2-TZVPD" homo_energy_ha=-0.325 relative_energy_kcal_mol=129.7 total_charge=0 multiplicity=1
C -1.395654 -0.717904 -0.129362 -1.738 -4.921 2.921
C -1.286737 0.684965 0.056857 -3.209 7.640 3.451
C 0.094814 0.614160 -0.329550 3.768 3.576 -5.481
C 1.549909 1.038704 0.018814 -3.634 2.704 -1.220
C 0.132369 -0.671013 0.123629 2.315 -5.480 4.714
H -2.141113 -1.231939 0.583877 1.604 0.410 -0.487
H -1.635650 -1.217546 -1.011886 -0.384 0.298 -2.262
H -2.014610 1.432029 -0.399234 1.016 -1.048 0.175
H -1.174543 1.134290 1.208350 -1.079 -1.874 -2.283
H -0.026332 0.458544 -1.510844 0.996 0.685 1.616
H 1.770389 2.091317 0.046489 0.952 0.059 0.198
H 2.022861 -1.922367 0.348348 -1.783 1.762 -1.012
H 0.285248 -0.612026 1.229157 -1.048 0.191 0.009
N 2.326541 0.075609 -0.034723 0.045 -3.320 0.367
N 1.492504 -1.156823 -0.199921 2.180 -0.683 -0.708

---

15
Properties=species:S:1:pos:R:3:forces:R:3 method="wB97M-V/def2-TZVPD" homo_energy_ha=-0.363 smiles=C[C@H]1CN1CC#N relative_energy_kcal_mol=37.1 total_charge=0 multiplicity=1
C 1.169523 0.904417 1.534676 -0.006 -0.005 0.040
C 0.657002 0.225722 0.290117 0.138 0.146 -0.033
C 0.347846 -1.226368 0.237821 0.105 -0.248 -0.003
N -0.718989 -0.245692 0.316412 -0.126 0.081 0.014
C -1.588100 -0.075886 -0.831944 -0.163 0.010 -0.050
C -0.915359 0.064408 -2.145109 0.522 0.099 -0.857
N -0.363430 0.188908 -3.154802 -0.541 -0.150 1.025
H 0.718908 0.456793 2.425645 0.062 0.036 -0.138
H 0.922490 1.971363 1.527167 0.024 -0.144 -0.006
H 2.258165 0.808806 1.607951 -0.144 0.010 -0.032
H 1.014386 0.644824 -0.653508 -0.121 -0.062 0.139
H 0.508789 -1.736383 -0.710926 -0.015 0.086 0.074
H 0.460923 -1.850698 1.120851 0.027 0.109 -0.099
H -2.258629 -0.941942 -0.886333 0.092 0.168 -0.017
H -2.213524 0.811728 -0.678018 0.146 -0.135 -0.058

---

15
Properties=species:S:1:pos:R:3:forces:R:3 method="wB97M-V/def2-TZVPD" homo_energy_ha=-0.313 relative_energy_kcal_mol=113.6 total_charge=0 multiplicity=1
C 1.660052 -0.449614 -0.420601 0.000 -0.060 0.019
C 0.686280 0.278440 0.469197 0.065 0.125 -0.180
C -0.411299 1.115079 -0.211376 0.101 0.039 -0.099
N -1.474139 0.859097 0.742131 -0.123 -0.039 -0.049
C -1.300375 -0.555404 1.038213 0.020 0.024 -0.061
C -1.394486 -1.434769 -0.117702 -0.063 -0.623 -0.621
N -1.585337 -2.249841 -0.928244 0.183 0.761 0.725
H 1.136114 -1.133368 -1.097275 0.063 0.097 0.083
H 2.197114 0.283424 -1.035541 -0.078 -0.084 0.070
H 2.398908 -1.014477 0.153954 -0.103 0.082 -0.068
H 1.160587 0.843198 1.280272 -0.093 -0.108 -0.062
H -0.610143 0.713981 -1.219128 0.017 0.033 0.144
H -0.154303 2.176833 -0.291311 -0.022 -0.136 0.008
H -2.423474 1.070779 0.449870 0.078 -0.020 0.051
H 0.114508 -0.503364 1.187539 -0.044 -0.090 0.041

---

Number 1: F_max 0.020 Eh/bohr, LUMO 0.98 eV, gap between HOMO and LUMO 11.3 eV. Number 2: F_max 0.175 Eh/bohr, LUMO 1.07 eV, gap between HOMO and LUMO 9.9 eV. Number 3: F_max 0.023 Eh/bohr, LUMO 0.97 eV, gap between HOMO and LUMO 10.8 eV. Number 4: F_max 0.021 Eh/bohr, LUMO -0.74 eV, gap between HOMO and LUMO 7.8 eV.